11
Properties=species:S:1:pos:R:3:forces:R:3:nbo_charge:R:1 method="wB97M-V/def2-TZVPD" max_force_ev_per_a=3.30 de_lowest_ev=2.507 homo_lumo_gap_ev=9.06 homo_energy_ev=-9.47 energy_ha=-608.25856
C 2.06873 0.47036 -0.25137 1.17 0.45 0.52 0.00
C -1.06949 0.96907 0.93499 -0.68 0.66 0.11 -0.47
C -0.47649 -0.01332 0.31225 1.81 -0.49 2.32 0.18
C -0.52774 -1.09786 -0.63911 -0.50 0.68 -3.19 -0.73
N 2.58352 1.16887 -1.00467 0.01 0.27 -1.05 -0.34
S 1.60881 -0.35874 1.10757 -2.85 0.24 -0.46 0.12
H -0.49172 1.61153 1.60102 -0.25 -0.31 -0.07 0.25
H -2.14455 1.25359 0.81525 1.02 -0.46 -0.29 0.24
H -1.49273 -1.28702 -1.19985 0.60 0.58 0.98 0.25
H 0.16097 -0.69196 -1.48830 -0.72 -1.39 1.29 0.26
H -0.21930 -2.02452 -0.18777 0.39 -0.25 -0.17 0.25

47
Properties=species:S:1:pos:R:3:forces:R:3:nbo_charge:R:1 method="wB97M-V/def2-TZVPD" total_charge=+1 max_force_ev_per_a=2.25 de_lowest_ev=0.750 homo_lumo_gap_ev=3.80 homo_energy_ev=-10.56 energy_ha=-3030.55653
Ca 0.31505 0.67503 2.27950 -0.18 -0.60 0.37 1.78
S 4.64425 2.25013 1.75140 -0.12 -0.10 0.01 0.42
C 4.84435 0.55513 1.79580 0.05 0.06 0.01 -0.38
C 3.67175 -0.10977 2.02260 0.71 0.40 -0.09 -0.29
C 2.57375 0.75763 2.14970 -0.66 -0.29 0.15 -0.62
C 2.92605 2.07743 2.03020 1.02 -0.61 -0.11 -0.32
C 2.03135 3.20763 2.06090 0.33 0.73 -0.09 0.22
C 2.50085 4.52893 2.01380 -0.24 -0.08 0.01 -0.24
C 1.59575 5.56913 1.97090 -0.04 -0.25 -0.01 -0.12
C 0.23435 5.27913 1.98590 -0.17 -0.19 0.04 -0.27
C -0.15155 3.95423 2.07240 -0.27 0.75 -0.04 0.05
N 0.71225 2.94643 2.10750 0.11 -0.02 0.00 -0.63
H 5.82195 0.13803 1.64720 0.25 -0.06 0.00 0.24
H 3.60425 -1.18297 2.10490 0.11 -0.12 -0.05 0.21
H 3.56575 4.70893 2.00640 0.02 0.05 -0.01 0.24
H 1.93035 6.59453 1.92090 0.07 0.05 0.00 0.23
H -0.50835 6.05903 1.93610 -0.06 0.04 0.03 0.24
H -1.20155 3.68173 2.11000 -0.01 0.08 0.00 0.20
F -4.18375 -1.97157 -2.43790 0.46 0.24 -0.13 -0.27
C -2.99655 -1.38507 -2.57590 -0.12 -0.49 -1.32 0.37
C -2.39355 -1.38787 -3.80380 -1.20 -0.43 0.68 0.38
F -3.01815 -1.96137 -4.82430 0.26 0.24 0.46 -0.25
C -1.11785 -0.77727 -4.03110 0.80 0.02 -1.73 -0.11
C -0.52315 -0.16437 -2.88260 0.47 0.68 1.49 0.39
C -1.12135 -0.18647 -1.65850 1.37 0.52 -0.38 0.35
F -0.45015 0.38293 -0.61170 -0.50 -0.41 -0.86 -0.32
C -2.39145 -0.78957 -1.42720 -0.62 0.03 1.53 -0.03
C -3.00515 -0.80137 -0.16670 0.40 -0.28 -2.20 -0.31
C -2.41555 -0.18487 0.92970 0.67 0.87 1.33 0.43
N -1.94275 0.34373 1.84150 -1.02 -0.45 -0.45 -0.50
C -4.26185 -1.39447 0.08970 -0.27 -0.17 0.07 0.24
N -5.27015 -1.86787 0.35840 -0.33 -0.14 0.16 -0.19
F 0.66185 0.43413 -2.99020 -0.68 -0.38 0.01 -0.25
C -0.48675 -0.78937 -5.27340 -0.85 -0.06 1.82 -0.08
C -0.97765 -1.48387 -6.39770 -0.33 -0.27 -0.35 0.21
N -1.28905 -2.06287 -7.33700 -0.11 -0.12 -0.27 -0.13
C 0.75485 -0.16597 -5.51520 0.46 0.27 0.05 0.21
N 1.76575 0.31523 -5.76060 0.29 0.15 -0.12 -0.14
C 0.78995 -4.46817 1.99030 -0.11 0.35 0.00 -0.72
S -0.05125 -2.89817 2.32440 -0.19 0.11 -0.02 0.11
C -1.76665 -3.45427 2.12850 0.44 0.03 0.01 -0.73
H 0.53875 -5.18287 2.76920 0.03 -0.04 0.00 0.23
H 1.85805 -4.27837 1.99000 0.08 -0.02 0.02 0.24
H 0.48465 -4.83627 1.01530 0.03 -0.09 -0.05 0.22
H -1.93925 -3.74857 1.09630 -0.13 -0.02 -0.04 0.21
H -2.41335 -2.62767 2.40490 -0.13 0.00 0.04 0.22
H -1.94915 -4.29777 2.78950 -0.10 0.02 0.03 0.24

49
Properties=species:S:1:pos:R:3:forces:R:3:nbo_charge:R:1 method="wB97M-V/def2-TZVPD" max_force_ev_per_a=2.41 de_lowest_ev=2.771 homo_lumo_gap_ev=8.78 homo_energy_ev=-8.34 energy_ha=-1107.86944
O 5.00882 -0.33728 2.19392 0.32 0.21 0.97 -0.62
N 2.85649 1.89628 -0.89845 0.48 -1.36 1.40 -0.46
O 5.01307 2.32968 2.04791 0.69 -0.30 -1.09 -0.75
C 3.82700 -0.39325 1.89352 1.29 -1.23 -1.62 0.67
C 2.03577 0.86486 -0.97811 -0.51 -1.31 0.51 0.37
C 3.32601 0.41471 0.78177 -1.62 0.07 0.47 -0.07
C 3.65542 1.60998 0.20987 -0.10 0.95 -0.98 0.16
C -1.07219 -0.73681 -1.81435 -0.72 0.35 0.46 -0.24
C -0.91497 1.40061 -0.65565 -0.68 -0.71 -0.67 -0.17
C -2.34884 -0.90528 -1.29590 -0.61 0.10 0.51 -0.20
C -2.21930 1.23207 -0.18911 0.01 -0.02 -0.13 -0.20
C -0.37122 0.41536 -1.50836 0.93 0.24 0.43 -0.03
C -2.95953 0.08266 -0.50140 0.31 -0.01 -0.44 -0.02
N 2.23579 -0.05491 0.06430 0.06 1.61 -0.69 -0.17
N 3.09395 -1.49642 2.26263 -0.15 -0.25 -0.04 -0.62
N 1.68801 -1.31831 0.33224 -0.08 -1.10 -0.82 -0.46
C 4.74533 2.53332 0.63043 -0.17 -0.22 1.61 -0.10
C 0.96465 1.73632 -3.13043 0.35 -0.76 -0.07 -0.59
C 1.47987 -3.21127 1.89259 -1.42 -0.53 -0.58 -0.62
C -4.29560 -0.67160 1.47889 -0.94 -0.65 -0.16 -0.60
C 1.03410 0.59196 -2.07629 -0.16 0.69 -0.12 -0.28
C 1.76198 -1.74086 1.74752 -0.01 0.80 0.00 0.10
C -5.38283 -0.72478 -0.93340 -0.10 -0.04 0.62 -0.42
C -5.57043 0.68416 -0.35303 0.92 -0.39 -0.29 -0.42
C -4.34361 -0.16064 0.04233 -0.62 -0.21 -0.39 -0.07
H 5.36579 1.40498 2.17621 -0.48 1.03 -0.30 0.49
H -0.66134 -1.48492 -2.47062 0.24 -0.15 -0.08 0.22
H -0.38812 2.32735 -0.45035 0.15 -0.22 0.06 0.22
H -2.89285 -1.83582 -1.46840 0.07 0.29 -0.13 0.22
H -2.68559 2.01937 0.40409 0.11 -0.19 -0.06 0.22
H 3.65979 -2.34126 2.43531 -0.34 0.96 0.06 0.41
H 0.74181 -1.39559 -0.04412 0.26 0.35 0.19 0.40
H 4.42901 3.58240 0.54819 0.09 -0.38 -0.19 0.20
H 5.60491 2.35196 -0.02587 0.19 0.18 0.29 0.18
H 1.95277 1.89349 -3.58490 -0.34 0.07 0.11 0.23
H 0.24048 1.43265 -3.91086 0.38 0.22 0.36 0.21
H 0.62347 2.66211 -2.66945 0.08 -0.02 -0.02 0.22
H 0.43266 -3.48780 1.57419 1.00 0.46 0.33 0.22
H 1.60138 -3.55578 2.92969 0.10 0.24 -0.36 0.23
H 2.14718 -3.71576 1.21059 0.31 -0.49 -0.02 0.22
H -5.25829 -1.15020 1.75163 0.40 0.18 -0.19 0.21
H -3.50646 -1.42660 1.63622 -0.21 0.44 -0.08 0.21
H -4.18997 0.16329 2.16111 0.39 0.12 0.22 0.21
H 1.36902 -0.33362 -2.58216 -0.32 0.26 0.18 0.22
H 1.02821 -1.19160 2.32662 -0.10 0.46 0.33 0.17
H -5.09237 -0.81925 -1.99730 -0.24 0.19 0.81 0.22
H -6.04161 -1.53949 -0.56501 0.50 0.70 -0.29 0.22
H -5.39558 1.51765 -1.04306 -0.11 -0.35 0.30 0.22
H -6.33204 0.88191 0.41479 0.41 -0.29 -0.40 0.22

64
Properties=species:S:1:pos:R:3:forces:R:3:nbo_charge:R:1 method="wB97M-V/def2-TZVPD" total_charge=+1 max_force_ev_per_a=8.54 homo_lumo_gap_ev=7.58 homo_energy_ev=-11.43 energy_ha=-3037.17504
C 4.55126 -0.07008 -1.88330 -0.77 -0.30 -0.05 -0.61
C 3.10356 -0.54622 -2.22496 0.73 0.77 0.04 -0.53
S 2.86481 -0.26897 -4.01338 0.04 0.19 -0.15 0.21
C 1.19772 0.42043 -4.26933 0.68 -0.60 -0.20 -0.39
N 0.22382 -0.64440 -4.49350 -0.37 0.50 0.52 -0.11
O 0.13393 -1.08185 -5.79014 -0.11 0.06 -0.29 -0.49
C -0.56456 -1.25410 -3.61902 -0.15 -0.19 -0.50 0.54
N -1.38270 -2.27638 -3.95360 0.04 -0.17 0.54 -0.45
C -1.96847 -2.64871 -2.81817 -0.36 0.73 0.05 0.12
P -3.16213 -4.07612 -2.71386 0.60 -1.69 -0.38 1.49
O -2.46296 -5.31385 -3.09478 0.10 0.19 -0.12 -1.03
N -1.58685 -1.88436 -1.79106 -0.95 -1.24 0.13 -0.15
C -1.98008 -1.93879 -0.37984 0.53 1.11 0.10 -0.43
N -0.68699 -0.98596 -2.29546 0.22 0.12 0.19 -0.05
N -0.12152 -0.03442 -1.43697 0.14 0.71 -0.41 -0.43
C -0.86126 0.98506 -1.39130 -1.00 -1.17 0.32 0.91
O -1.66695 1.78356 -1.25374 0.67 0.60 -0.05 -0.35
H 5.20642 -0.15179 -2.75247 0.02 0.07 0.16 0.22
H 4.47473 0.96683 -1.55261 0.42 -0.06 -0.09 0.23
H 4.95332 -0.69480 -1.08339 0.03 0.20 -0.01 0.22
H 2.98256 -1.58751 -1.92660 -0.35 0.08 -0.23 0.22
H 2.42356 0.12684 -1.70348 -0.18 -0.43 0.10 0.22
H 0.88796 1.13854 -3.51320 -0.06 -0.29 0.14 0.22
H 1.25990 0.96682 -5.21321 -0.04 -0.14 0.08 0.27
H 0.47997 -1.98840 -5.83344 0.12 0.04 0.14 0.50
H -4.27029 -3.77912 -3.53304 0.15 0.60 0.26 -0.03
H -3.61955 -4.17540 -1.38278 -0.14 0.76 -0.15 -0.06
H -2.48203 -0.99686 -0.14068 0.01 -0.16 0.11 0.22
H -2.67598 -2.74799 -0.18910 0.20 -0.10 -0.19 0.26
H -1.07593 -2.01969 0.22625 -0.22 -0.19 0.06 0.25
C -6.62936 -2.55659 5.43009 -0.35 -0.03 0.26 -0.25
O -6.08713 -2.78324 4.12173 0.01 -2.53 -0.57 -0.75
P -4.57147 -3.42226 4.00134 3.88 5.36 0.52 2.42
O -3.89172 -2.77272 5.16523 -0.80 -0.91 0.07 -1.08
O -4.31083 -2.67824 2.58779 0.19 -0.52 -0.29 -0.82
C -4.45278 -1.26636 2.52929 -0.43 0.18 -0.07 -0.24
O -3.43727 -4.55967 3.59343 -3.04 -1.25 -0.19 -0.72
C -3.50067 -5.81023 4.31188 0.15 -0.07 0.22 -0.27
H -7.70060 -2.40140 5.31443 0.03 -0.09 -0.15 0.19
H -6.46263 -3.40929 6.08367 0.05 0.10 0.08 0.19
H -6.18443 -1.66124 5.85746 0.19 -0.11 0.00 0.21
H -4.25395 -0.78556 3.48732 0.03 -0.14 0.06 0.21
H -5.45888 -1.01039 2.19656 0.00 0.06 0.04 0.19
H -3.73708 -0.89030 1.79798 0.05 -0.06 0.02 0.15
H -4.48790 -6.26297 4.22032 0.05 -0.08 -0.01 0.18
H -3.26206 -5.64957 5.36415 -0.01 0.04 -0.02 0.20
H -2.76743 -6.48244 3.87504 0.02 0.10 -0.06 0.20
C 4.14285 7.62769 0.36297 -0.18 0.35 -0.11 -0.25
O 4.56110 6.49236 -0.39449 -2.29 -1.01 -1.35 -0.72
P 4.30975 4.96277 0.23664 7.07 0.20 4.79 2.31
O 4.55671 5.33096 1.68227 -1.53 0.37 -0.47 -1.04
O 5.63137 4.43535 -0.52155 -0.61 -0.55 -0.44 -0.80
C 6.85060 5.16447 -0.38468 0.18 0.32 -0.27 -0.25
O 3.96483 3.33675 0.58914 -2.48 0.79 -2.65 -0.68
C 2.59501 3.06342 0.90734 0.08 -0.02 0.22 -0.27
H 4.13492 8.48377 -0.31090 -0.04 -0.13 -0.12 0.19
H 3.14440 7.48851 0.77233 0.08 0.05 0.15 0.19
H 4.85494 7.81181 1.16410 -0.07 -0.20 0.10 0.21
H 6.89258 5.69998 0.56395 -0.11 -0.04 0.02 0.20
H 6.95710 5.86744 -1.20925 0.01 0.03 0.04 0.19
H 7.66844 4.44806 -0.42450 -0.12 -0.12 0.00 0.19
H 1.93250 3.38503 0.09899 -0.09 -0.08 0.04 0.15
H 2.31485 3.56889 1.83407 -0.02 0.00 -0.01 0.20
H 2.48932 1.98746 1.03882 0.10 0.00 0.02 0.19